No. 1
{"formula": "C8H28BF4O6Ti2", "method": "ωB97M-V/def2-TZVPD", "total_charge": 1, "spin_multiplicity": 7, "s_squared": 12.00, "homo_energy_ha": [-0.3477, -0.4404], "symbols": ["Ti", "Ti", "B", "F", "F", "F", "F", "C", "O", "H", "H", "H", "H", "C", "O", "H", "H", "H", "H", "C", "O", "H", "H", "H", "H", "C", "O", "H", "H", "H", "H", "C", "C", "O", "H", "H", "H", "H", "H", "H", "C", "C", "O", "H", "H", "H", "H", "H", "H"], "xyz": [[0.562, 0.622, -2.485], [-2.112, 0.118, -1.172], [0.158, 0.375, -0.350], [0.838, 0.886, 0.709], [1.162, -0.346, -1.077], [-0.877, -0.455, -0.014], [-0.329, 1.365, -1.128], [0.778, -1.947, 1.095], [0.936, -0.759, 1.789], [-0.251, -2.081, 0.760], [1.483, -1.806, 0.276], [1.070, -2.794, 1.717], [0.761, -0.056, 1.159], [2.817, 1.612, -0.609], [2.676, 2.949, -0.927], [2.113, 0.983, -1.155], [3.843, 1.381, -0.893], [2.812, 1.486, 0.474], [3.217, 3.505, -0.362], [0.657, -2.275, -2.257], [1.628, -3.152, -2.605], [-0.275, -2.839, -2.264], [0.682, -1.730, -1.313], [0.618, -1.491, -3.014], [2.391, -2.582, -2.727], [-1.347, -0.610, 2.302], [-2.660, -0.072, 1.985], [-1.217, -1.610, 1.887], [-0.594, 0.027, 1.837], [-1.094, -0.567, 3.361], [-3.290, -0.643, 2.430], [0.321, 4.542, 1.184], [0.607, 3.170, 0.628], [-0.697, 2.639, 0.258], [1.260, 4.829, 1.656], [-0.447, 4.529, 1.957], [0.100, 5.296, 0.428], [1.015, 2.565, 1.437], [1.322, 3.060, -0.187], [-0.471, 1.763, -0.063], [-1.378, -2.543, -0.530], [-2.792, -2.008, -0.137], [-3.215, -1.201, -1.220], [-1.101, -3.120, 0.353], [-0.569, -1.854, -0.772], [-1.495, -3.216, -1.379], [-2.706, -1.383, 0.752], [-3.547, -2.741, 0.146], [-3.365, -1.818, -1.940]], "mulliken_charge": [0.241, 0.209, 0.452, -0.381, -0.890, 0.183, -0.423, 0.043, -0.823, -0.857, 0.316, 0.492, 0.357, -0.413, -0.628, -0.026, 0.543, 0.272, 0.393, 0.269, -0.560, 0.113, -0.086, 0.105, 0.339, 0.037, -0.617, 0.518, 0.062, 0.491, 0.280, -1.659, -0.470, -0.743, 0.405, 0.360, 0.345, 0.207, 0.894, 1.038, -0.272, 0.033, -0.637, 0.301, -0.453, 0.805, -0.020, 0.414, 0.439]}

=====

No. 2
{"formula": "C5H6NO2S", "method": "ωB97M-V/def2-TZVPD", "total_charge": -1, "smiles": "C[C@H]1SCN=C1C(=O)[O-]", "e_above_lowest_ev": 1.1860, "homo_energy_ha": -0.1636, "symbols": ["C", "C", "S", "C", "N", "C", "C", "O", "O", "H", "H", "H", "H", "H", "H"], "xyz": [[-0.424, 1.758, -0.146], [-0.739, 0.542, 0.585], [-2.108, -0.434, 0.036], [-0.992, -2.029, -0.236], [0.371, -1.604, -0.233], [0.614, -0.505, 0.191], [2.010, 0.113, 0.020], [2.161, 0.552, -1.151], [2.859, 0.050, 0.881], [-0.053, 1.438, -1.225], [0.510, 2.164, 0.285], [-1.208, 2.520, -0.076], [-0.640, 0.693, 1.704], [-1.266, -2.491, -1.187], [-1.098, -2.769, 0.552]], "mulliken_charge": [-1.139, 0.176, -0.252, -0.382, -0.512, 0.404, 0.263, -0.690, -0.699, 0.286, 0.301, 0.354, 0.315, 0.302, 0.273]}